[1]
An isolated molecule of C4H7NO2. Source: OMol25; level of theory: wB97M-V/def2-TZVPD.

Its charge is 0. As for the highest occupied orbital energy: -0.36577 Ha. The relative energy (zero: lowest compared OMol25 entry of this formula, charge and spin) comes out at 44.6 kcal per mole. As for the LUMO energy: 0.4 eV. Its SMILES is NC(=O)CCC=O. As for the HOMO-LUMO gap: 10.36 eV. Its energy is -361.80986 a.u. The calculation puts the molecular weight at 101.105 u.

Each line ends with the natural charge from an NBO analysis.
CARTESIAN COORDINATES (ANGSTROEM)
O -1.670 0.313 -2.352  -0.512
C -0.771 -0.175 -1.649  0.408
C 0.230 0.731 -1.037  -0.524
C 1.133 -0.069 0.064  -0.508
C 0.382 -0.457 1.323  0.667
N -0.886 0.083 1.551  -0.893
O 0.937 -1.069 2.224  -0.583
H -0.934 -1.192 -1.173  0.113
H -0.249 1.682 -0.799  0.268
H 1.032 0.863 -1.868  0.246
H 1.886 0.598 0.497  0.258
H 1.555 -1.083 -0.300  0.246
H -1.627 -0.397 0.927  0.402
H -1.018 0.173 2.592  0.412

[2]
CHO3Ru as an isolated structure. Source: OMol25; level of theory: wB97M-V/def2-TZVPD.

Its charge is +2. As for the highest occupied orbital energy (spin up / spin down): -0.83495 / -0.82502 Ha. The relative energy (zero: lowest compared OMol25 entry of this formula, charge and spin) comes out at 0.0 kcal per mole. As for the LUMO energy (spin up / spin down): -11.9 / -15.6 eV. As for the expectation value of S²: 8.758. Its spin multiplicity is 6. As for the HOMO-LUMO gap (spin up / spin down): 10.80 / 6.85 eV. Its energy is -358.30616 a.u. The calculation puts the molecular weight at 162.086 u.

Each line ends with the Löwdin spin population.
CARTESIAN COORDINATES (ANGSTROEM)
H 0.118 1.172 -1.031  0.009
O 1.663 0.257 0.071  0.829
O -0.019 -0.873 1.086  0.188
O -0.393 0.379 -0.648  0.156
C 0.572 -0.283 0.126  0.094
Ru -1.940 -0.651 0.397  3.726

[3]
A 6-piece molecular cluster, C39H33F3IN7O12S2 overall. Source: OMol25; level of theory: wB97M-V/def2-TZVPD.

Its charge is 0. As for the highest occupied orbital energy: -0.33490 Ha. As for the LUMO energy: -0.9 eV. Its SMILES is CC(C)=N[C@@]1(S)OC(=O)[C@@H](N=C=S)[C@]1(I)C(F)(F)F.O=[N+]([O-])c1ccccc1.O=[N+]([O-])c1ccccc1.O=[N+]([O-])c1ccccc1.O=[N+]([O-])c1ccccc1.O=[N+]([O-])c1ccccc1. As for the HOMO-LUMO gap: 8.26 eV. Its energy is -4185.12433 a.u. The calculation puts the molecular weight at 1039.762 u.

Each line ends with the Mulliken charge.
CARTESIAN COORDINATES (ANGSTROEM)
C -3.020 -10.173 -4.051  -1.045
C -3.801 -8.777 -4.352  0.723
C -5.392 -8.866 -4.435  -0.915
N -3.051 -7.695 -4.543  -0.476
C -3.199 -6.678 -3.476  1.141
S -3.960 -7.137 -1.843  -0.175
O -1.829 -6.314 -3.060  -0.351
C -2.015 -5.021 -2.408  0.317
O -1.268 -4.489 -1.552  -0.563
C -3.407 -4.326 -2.919  -0.042
N -3.206 -2.877 -3.267  -0.404
C -3.877 -2.214 -2.368  0.466
S -4.550 -1.272 -1.188  -0.238
C -3.639 -5.280 -4.190  -1.451
I -2.139 -4.496 -5.606  0.303
C -5.013 -5.220 -5.006  0.986
F -4.989 -6.104 -6.136  -0.212
F -5.095 -3.902 -5.588  -0.245
F -6.181 -5.363 -4.214  -0.246
H -3.252 -10.584 -3.011  0.254
H -1.912 -9.965 -4.241  0.309
H -3.364 -10.890 -4.896  0.350
H -5.775 -9.665 -5.179  0.360
H -5.919 -7.859 -4.589  0.188
H -5.750 -9.242 -3.395  0.275
H -5.345 -7.010 -1.916  0.168
H -4.307 -4.350 -2.217  0.587
C -2.763 2.291 -3.926  -0.531
C -3.067 1.788 -2.664  -0.084
C -3.285 2.658 -1.601  0.113
C -3.199 4.033 -1.815  -0.210
C -2.888 4.543 -3.075  -0.414
C -2.670 3.664 -4.131  -0.477
N -3.452 4.955 -0.705  1.114
O -3.704 4.471 0.393  -0.630
O -3.400 6.153 -0.936  -0.618
H -2.600 1.608 -4.755  0.408
H -3.138 0.716 -2.510  -0.026
H -3.521 2.253 -0.623  0.462
H -2.815 5.611 -3.248  0.469
H -2.429 4.050 -5.116  0.400
C -0.444 2.806 2.200  -0.918
C 0.891 2.533 2.484  -0.266
C 1.873 2.802 1.537  -0.574
C 1.507 3.348 0.307  -0.132
C 0.171 3.616 0.014  -0.203
C -0.805 3.342 0.967  0.059
N 2.540 3.656 -0.684  1.006
O 3.699 3.391 -0.401  -0.619
O 2.184 4.166 -1.740  -0.607
H -1.208 2.600 2.945  0.464
H 1.166 2.114 3.446  0.484
H 2.910 2.585 1.770  0.463
H -0.124 4.036 -0.942  0.590
H -1.848 3.549 0.750  0.186
C 4.256 1.323 8.056  -0.553
C 3.741 0.708 6.919  -0.386
C 2.393 0.843 6.603  -0.236
C 1.570 1.603 7.432  -0.134
C 2.078 2.216 8.577  -0.413
C 3.426 2.072 8.886  -0.403
N 0.155 1.770 7.090  1.037
O -0.259 1.201 6.088  -0.605
O -0.530 2.470 7.822  -0.612
H 5.310 1.220 8.297  0.374
H 4.392 0.124 6.276  0.413
H 2.005 0.360 5.716  0.754
H 1.442 2.805 9.230  0.446
H 3.832 2.548 9.773  0.376
C 5.693 -5.323 4.590  -0.402
C 5.446 -4.455 5.649  -0.536
C 4.534 -3.415 5.500  -0.171
C 3.872 -3.257 4.283  0.132
C 4.121 -4.118 3.216  -0.381
C 5.036 -5.153 3.374  -0.440
N 2.892 -2.179 4.129  0.936
O 2.713 -1.429 5.083  -0.575
O 2.307 -2.089 3.061  -0.614
H 6.401 -6.137 4.712  0.369
H 5.962 -4.591 6.594  0.374
H 4.350 -2.746 6.333  0.432
H 3.613 -3.998 2.265  0.441
H 5.235 -5.831 2.551  0.370
C 3.133 7.084 -4.764  -0.580
C 2.833 6.580 -3.501  -0.316
C 2.618 7.451 -2.438  -0.328
C 2.704 8.826 -2.651  0.062
C 3.012 9.335 -3.911  -0.453
C 3.227 8.458 -4.969  -0.354
N 2.454 9.747 -1.540  0.997
O 2.205 9.264 -0.444  -0.598
O 2.505 10.948 -1.772  -0.603
H 3.295 6.401 -5.593  0.383
H 2.762 5.508 -3.347  0.533
H 2.385 7.046 -1.459  0.491
H 3.084 10.404 -4.085  0.427
H 3.465 8.844 -5.954  0.372

[4]
A 8-piece molecular cluster, C29H58O13 overall. Source: OMol25; level of theory: wB97M-V/def2-TZVPD.

Its charge is 0. As for the highest occupied orbital energy: -0.35308 Ha. The relative energy (zero: lowest compared OMol25 entry of this formula, charge and spin) comes out at 269.6 kcal per mole. As for the LUMO energy: 0.3 eV. Its SMILES is CCOC(C)=O.CCOC(C)=O.CCOC(C)=O.CCOC(C)=O.CCOC(C)=O.CC(C)=O.CC(C)=O.CC(C)=O. As for the HOMO-LUMO gap: 9.90 eV. Its energy is -2117.48582 a.u. The calculation puts the molecular weight at 614.770 u.

Each line ends with the Mulliken charge.
CARTESIAN COORDINATES (ANGSTROEM)
O -0.629 0.064 -1.101  -0.695
C -0.451 0.231 0.121  0.030
O -0.087 1.431 0.619  0.479
C 0.018 2.600 -0.184  -1.214
C 0.413 3.818 0.610  -2.704
C -0.453 -0.789 1.133  0.478
H -0.670 2.771 -0.724  1.301
H 0.682 2.555 -0.994  0.554
H -0.287 4.133 0.971  1.281
H 1.008 4.541 0.037  0.263
H 1.013 3.733 1.398  0.556
H -0.529 -1.814 0.760  0.208
H -1.453 -0.688 1.690  -0.269
H 0.308 -0.488 1.887  -0.245
O 6.399 2.045 1.000  -0.531
C 6.181 2.045 2.176  0.567
O 4.939 1.882 2.659  -0.289
C 3.891 1.494 1.965  -0.192
C 2.650 1.020 2.932  -1.009
C 7.241 2.333 3.301  -0.833
H 4.014 0.852 1.088  0.378
H 3.551 2.473 1.560  0.036
H 2.378 1.911 3.332  0.348
H 2.859 0.225 3.511  0.650
H 1.814 0.710 2.272  -0.039
H 7.733 1.464 3.636  0.301
H 6.364 2.556 4.003  0.267
H 7.873 3.274 3.154  0.254
O -2.129 -3.399 5.483  -0.575
C -1.819 -2.772 4.492  0.222
O -2.009 -3.166 3.137  -0.052
C -2.248 -4.464 2.800  -0.291
C -2.110 -4.812 1.387  -0.890
C -1.187 -1.388 4.621  -0.494
H -3.191 -4.738 3.188  0.354
H -1.393 -5.092 3.245  0.282
H -2.995 -4.260 1.024  0.094
H -2.252 -6.003 1.078  0.271
H -1.287 -4.540 0.760  0.306
H -0.188 -1.441 4.431  0.306
H -1.269 -1.211 5.666  0.506
H -1.837 -0.571 4.091  -0.026
O -3.407 -4.567 -3.014  -0.553
C -2.382 -4.093 -3.292  0.449
O -1.976 -3.857 -4.527  -0.163
C -2.741 -4.302 -5.556  -0.229
C -2.160 -3.749 -6.921  -1.330
C -1.435 -3.311 -2.334  -0.487
H -3.810 -3.844 -5.601  0.257
H -2.907 -5.415 -5.603  0.310
H -1.292 -4.133 -7.188  0.411
H -2.041 -2.713 -6.716  0.327
H -2.797 -3.847 -7.807  0.360
H -1.678 -3.361 -1.294  -0.031
H -1.038 -2.341 -2.647  0.271
H -0.381 -3.809 -2.117  0.375
O -4.087 0.333 2.250  -0.604
C -3.996 0.711 1.093  0.761
O -4.251 -0.047 0.008  -0.314
C -4.725 -1.463 0.058  0.178
C -4.932 -1.984 -1.333  -1.146
C -3.784 2.180 0.686  -0.301
H -5.704 -1.508 0.650  0.304
H -4.076 -1.942 0.748  -0.126
H -5.824 -1.639 -1.754  0.446
H -5.141 -2.998 -1.350  0.474
H -3.862 -1.777 -1.683  0.128
H -3.567 2.301 -0.373  0.310
H -2.767 2.546 1.081  -0.350
H -4.675 2.893 1.083  0.262
C 5.206 4.306 -2.888  -1.262
C 3.699 3.846 -2.564  0.699
O 3.450 3.422 -1.272  -0.432
C 2.544 3.877 -3.547  -0.905
H 5.642 3.811 -3.690  0.398
H 5.787 4.084 -2.045  0.334
H 5.224 5.377 -2.839  0.338
H 1.692 4.381 -3.241  0.323
H 2.373 2.758 -4.049  0.166
H 2.892 4.338 -4.501  0.347
C 2.144 -0.836 -2.823  -0.780
C 1.951 -2.242 -3.504  0.845
O 1.916 -3.363 -2.821  -0.626
C 1.861 -2.154 -5.012  -1.135
H 2.865 -0.365 -3.472  0.478
H 2.512 -1.043 -1.858  0.232
H 1.129 -0.146 -2.699  0.091
H 1.942 -3.206 -5.457  0.277
H 2.706 -1.515 -5.327  0.405
H 0.883 -1.816 -5.341  0.256
C -1.704 2.833 3.656  -0.145
C -0.517 2.822 4.552  0.825
O -0.011 1.794 4.982  -0.560
C 0.049 4.181 4.942  -1.363
H -2.597 2.865 4.414  0.379
H -1.927 1.939 3.069  -0.457
H -1.555 3.781 3.021  0.232
H -0.841 4.619 5.339  0.527
H 0.473 4.768 4.229  0.337
H 0.746 4.135 5.951  0.246

Q: Among the records above, which one has the highest energy?
A: CHO3Ru

Q: molecular weight of number 4 (C29H58O13)?
A: 614.770 u